Molecular formula: C36H35AuIN4O2S3Si2
Method: DFT, ωB97M-V/def2-TZVPD

Each line ends with the Löwdin spin population.
Geometry (Å):
1 Au 0.32204 0.16455 -0.57463  0.37
2 C 1.00627 -3.34919 -0.55697  0.00
3 C 1.28781 -2.75811 0.78702  0.01
4 C 1.67825 -3.56452 1.86687  0.19
5 C 1.93685 -2.96730 3.08864  0.00
6 C 1.80481 -1.60914 3.23390  0.17
7 C 1.37102 -0.82185 2.13020  0.01
8 N 1.15360 -1.45101 0.91957  0.10
9 N 1.05890 0.45416 2.25477  0.43
10 Si 1.56089 1.68864 3.35232  0.05
11 C 1.32770 3.38791 2.57640  0.00
12 C 3.35492 1.49515 3.92101  0.01
13 C 0.39542 1.68609 4.84997  0.02
14 H 1.79006 -4.05213 -0.84413  0.00
15 H 0.91071 -2.56633 -1.30311  0.00
16 H 0.05163 -3.87949 -0.51233  0.00
17 H 1.78939 -4.63160 1.73630  0.01
18 H 2.24033 -3.57741 3.93071  0.00
19 H 1.95296 -1.11978 4.18706  0.01
20 H 1.86144 3.48021 1.63170  0.00
21 H 1.69278 4.16028 3.25837  0.00
22 H 0.26814 3.57343 2.38638  0.00
23 H 4.00774 1.44184 3.04655  0.00
24 H 3.51019 0.58695 4.50796  0.00
25 H 3.67605 2.34159 4.52994  0.00
26 H -0.62136 1.91362 4.52639  0.00
27 H 0.70073 2.46299 5.55349  0.00
28 H 0.37647 0.73141 5.38022  0.00
29 C 0.77421 4.92883 -4.36690  0.00
30 C 0.49922 5.33688 -3.07035  0.00
31 C -0.02009 4.43203 -2.15435  0.01
32 C -0.29142 3.11234 -2.51755  0.02
33 C 0.01804 2.71240 -3.81814  0.01
34 C 0.54646 3.60944 -4.73358  0.00
35 Si -1.12535 1.94081 -1.28392  0.15
36 C -2.80791 1.54717 -2.07233  0.03
37 C -3.77338 2.55708 -2.05166  0.01
38 C -5.04453 2.34460 -2.56309  0.00
39 C -5.37160 1.11548 -3.11954  0.00
40 C -4.41130 0.11736 -3.19263  0.00
41 C -3.14096 0.33426 -2.67275  0.00
42 H 1.18106 5.63074 -5.08393  0.00
43 H 0.67809 6.36477 -2.77458  0.00
44 H -0.23632 4.75520 -1.14158  0.00
45 H -0.16314 1.68553 -4.12041  0.00
46 H 0.78059 3.28366 -5.74057  0.00
47 H -1.51003 2.81019 -0.13222  0.02
48 H -3.51997 3.52444 -1.62942  0.00
49 H -5.77961 3.14010 -2.52260  0.00
50 H -6.37505 0.94160 -3.48997  0.00
51 H -4.65192 -0.83363 -3.65298  0.00
52 H -2.40113 -0.45405 -2.70951  0.00
53 S 4.92998 0.00788 -5.70310  0.00
54 C 4.29915 0.71421 -4.34831  0.00
55 S 3.56495 -0.25664 -3.09157  0.00
56 C 3.24538 1.20184 -2.13429  0.01
57 N 3.63817 2.26366 -2.74285  0.05
58 N 4.23071 2.02182 -3.96083  0.01
59 C 4.68875 3.19346 -4.64256  0.00
60 C 5.46160 3.15691 -5.80144  0.00
61 C 5.85555 4.34201 -6.40774  0.00
62 C 5.51148 5.56840 -5.86743  0.00
63 C 4.76602 5.60418 -4.69866  0.00
64 C 4.35186 4.43350 -4.09041  0.00
65 S 2.63708 1.17423 -0.54230  0.14
66 H 5.75925 2.21712 -6.22760  0.00
67 H 6.44087 4.28959 -7.31704  0.00
68 H 5.82740 6.48753 -6.34539  0.00
69 H 4.49417 6.55167 -4.25027  0.00
70 H 3.76379 4.46381 -3.18913  0.00
71 I -6.28405 1.80215 3.04486  0.00
72 C -4.89653 0.65955 1.93312  0.00
73 C -3.54403 0.85622 2.13103  0.00
74 C -2.63629 0.06509 1.43710  0.01
75 C -3.07959 -0.91820 0.56370  0.00
76 C -4.44794 -1.08438 0.37118  0.00
77 C -5.36507 -0.29569 1.04813  0.00
78 C -2.14307 -1.88707 -0.15086  0.01
79 O -2.34809 -3.08746 0.04208  0.01
80 O -1.28510 -1.40543 -0.96956  0.12
81 H -3.18955 1.60772 2.82314  0.00
82 H -1.58060 0.22368 1.60023  0.01
83 H -4.79496 -1.84861 -0.31189  0.00
84 H -6.42641 -0.43818 0.89725  0.00

Values from the calculation:
energy = -3969.400331 Ha
⟨S²⟩ = 2.05
net charge = -1
2S+1 = 3
LUMO level (alpha / beta) = 2.10 / -0.37 eV
energy above the lowest of the compared OMol25 structures with the same formula, charge and spin = 6.5 kcal/mol